No. 1
Formula: C4H3N3
Source: the OMol25 dataset
Level of theory: wB97M-V/def2-TZVPD

- HOMO: -9.868 eV
- Largest force on an atom: 0.041 hartree/bohr
- Frontier orbital gap: 7.4 eV

Atoms and positions in Å:
C1 2.632 -0.032 -0.014
C2 3.846 0.009 -0.046
C3 -2.068 -0.669 0.045
C4 -0.094 -0.131 0.042
N1 -0.868 -1.204 0.084
N2 -0.671 1.028 -0.017
N3 -1.974 0.677 -0.013
H1 4.890 0.159 -0.068
H2 -2.990 -1.211 0.053
H3 -2.703 1.376 -0.067

***

No. 2
Formula: C4H3N3
Source: the OMol25 dataset
Level of theory: wB97M-V/def2-TZVPD

- HOMO: -9.460 eV
- Largest force on an atom: 0.034 hartree/bohr
- Structure (SMILES): C#Cc1nc[nH]n1
- Frontier orbital gap: 10.3 eV

Atoms and positions in Å:
C1 -0.235 -2.370 -1.809
C2 -0.037 -1.352 -1.160
C3 0.064 -0.231 -0.235
N1 1.037 -0.014 0.673
C4 0.659 1.060 1.308
N2 -0.474 1.520 0.753
N3 -0.886 0.711 -0.230
H1 -0.289 -3.296 -2.394
H2 1.145 1.585 2.152
H3 -0.984 2.388 0.944

***

No. 3
Formula: C4H3N3
Source: the OMol25 dataset
Level of theory: wB97M-V/def2-TZVPD

- HOMO: -9.480 eV
- Largest force on an atom: 0.041 hartree/bohr
- Structure (SMILES): N#Cc1ncc[nH]1
- Frontier orbital gap: 10.0 eV

Atoms and positions in Å:
N1 3.222 -1.070 -0.313
C1 2.186 -0.670 0.043
C2 0.829 -0.208 0.362
N2 -0.062 -1.173 0.433
C3 -1.280 -0.666 0.126
C4 -1.169 0.663 -0.151
N3 0.141 1.018 -0.059
H1 -2.148 -1.282 -0.069
H2 -1.985 1.350 -0.326
H3 0.265 2.038 -0.046

***

No. 4
Formula: C4H3N3
Source: the OMol25 dataset
Level of theory: wB97M-V/def2-TZVPD

- HOMO: -9.529 eV
- Largest force on an atom: 0.023 hartree/bohr
- Structure (SMILES): N#Cc1ncc[nH]1
- Frontier orbital gap: 10.1 eV

Atoms and positions in Å:
N1 -0.659 3.279 -0.093
C1 -0.263 2.192 -0.100
C2 0.115 0.815 -0.088
N2 1.305 0.339 0.188
C3 1.125 -1.016 0.200
C4 -0.154 -1.355 -0.115
N3 -0.809 -0.174 -0.279
H1 1.741 -1.687 0.756
H2 -0.593 -2.337 -0.202
H3 -1.809 -0.055 -0.266

***

No. 5
Formula: C4H3N3O
Source: the OMol25 dataset
Level of theory: wB97M-V/def2-TZVPD

- HOMO: -9.027 eV
- Largest force on an atom: 0.106 hartree/bohr
- Structure (SMILES): c1cc2onnc2[nH]1
- Frontier orbital gap: 9.5 eV

Atoms and positions in Å:
C1 1.524 -0.009 -0.027
C2 0.688 1.163 -0.037
C3 -0.658 0.690 0.000
O1 -1.925 1.006 0.091
N1 -2.721 -0.100 -0.008
N2 -1.821 -1.115 -0.071
C4 -0.606 -0.590 0.125
N3 0.678 -1.034 0.161
H1 2.556 -0.269 -0.119
H2 1.297 2.180 0.076
H3 0.989 -1.921 -0.191

***

No. 6
Formula: C4H3N3O
Source: the OMol25 dataset
Level of theory: wB97M-V/def2-TZVPD

- HOMO: -10.129 eV
- Largest force on an atom: 0.130 hartree/bohr
- Structure (SMILES): N#C/C=N\N=C/C=O
- Frontier orbital gap: 9.3 eV

Atoms and positions in Å:
N1 -2.846 1.469 0.328
C1 -2.099 0.568 0.061
C2 -1.486 -0.510 -0.601
N2 -0.418 -1.125 -0.248
N3 0.217 -0.869 0.965
C3 1.114 0.050 0.964
C4 1.770 0.322 -0.281
O1 2.605 1.177 -0.380
H1 -1.959 -0.851 -1.611
H2 1.403 0.413 1.920
H3 1.700 -0.644 -1.118

***

Look up the largest force on an atom of the first one.
0.041 hartree/bohr